1.
{
  "formula": "C52H51N2OsP4S",
  "method": "ωB97M-V/def2-TZVPD",
  "e_lumo_ev": [-8.2, -8.2],
  "charge": 3,
  "e_above_lowest_kj_mol": 826.3,
  "e_homo_ha": [-0.3675, -0.4260],
  "spin_multiplicity": 5,
  "gap_ev": [1.76, 3.36],
  "species": ["Os", "S", "P", "P", "P", "P", "N", "N", "C", "C", "C", "C", "C", "C", "C", "C", "C", "C", "C", "C", "C", "C", "C", "C", "C", "C", "C", "C", "C", "C", "C", "C", "C", "C", "C", "C", "C", "C", "C", "C", "C", "C", "C", "C", "C", "C", "C", "C", "C", "C", "C", "C", "C", "C", "C", "C", "C", "C", "C", "C", "H", "H", "H", "H", "H", "H", "H", "H", "H", "H", "H", "H", "H", "H", "H", "H", "H", "H", "H", "H", "H", "H", "H", "H", "H", "H", "H", "H", "H", "H", "H", "H", "H", "H", "H", "H", "H", "H", "H", "H", "H", "H", "H", "H", "H", "H", "H", "H", "H", "H", "H"],
  "xyz": [[4.45, 3.17, 0.86], [7.82, -0.81, 6.56], [-7.91, -1.59, -5.24], [3.74, 1.85, 4.08], [5.71, 1.91, 1.96], [-6.57, -3.21, -5.21], [5.40, 1.38, 3.84], [-8.13, -3.16, -5.62], [8.60, -1.87, 7.83], [10.21, 3.57, 1.51], [5.68, 0.47, 1.02], [7.42, 2.45, 2.05], [-9.61, -1.24, -1.54], [8.58, 1.76, 1.53], [-3.22, -3.33, -8.25], [2.09, 3.99, 4.21], [7.84, 3.66, 2.58], [-4.71, -4.62, -6.79], [5.25, -0.38, 5.50], [6.12, -1.34, 6.27], [9.14, 4.33, 2.26], [3.09, 1.55, 5.81], [-4.37, -3.78, -1.92], [2.55, 5.01, 1.79], [-7.62, 0.01, -3.03], [-9.34, 1.85, -7.96], [1.70, 5.33, 4.00], [9.86, 2.34, 1.12], [-5.32, -3.38, -6.52], [3.03, 3.34, 3.41], [-9.05, 0.90, -5.75], [1.54, 0.23, 7.17], [-4.84, -3.83, -3.18], [-6.22, -3.93, -3.52], [-8.01, 0.54, -1.86], [2.05, 0.64, 5.95], [-4.98, -2.15, -7.17], [1.92, 5.84, 2.73], [-5.34, -3.96, -0.97], [3.13, 1.81, 8.25], [3.31, 3.89, 2.24], [6.35, -1.50, -0.33], [-7.19, -4.19, -2.58], [-9.39, -1.67, -2.84], [6.59, -0.61, 0.80], [4.60, 0.55, 0.01], [-8.11, -0.18, -7.72], [-3.62, -4.57, -7.72], [2.02, 0.87, 8.32], [-8.34, -0.11, -6.30], [5.47, -1.22, -1.29], [-8.78, 0.68, -8.60], [5.66, 0.05, 4.09], [-9.61, 1.95, -6.56], [-3.88, -2.16, -7.99], [4.45, -0.25, -1.14], [-6.65, -4.28, -1.30], [-9.05, 0.00, -1.17], [-8.30, -1.13, -3.54], [3.61, 2.17, 6.98], [-10.20, 2.75, -6.12], [6.74, -0.03, 4.06], [1.05, 5.94, 4.60], [-9.18, 0.86, -4.67], [-3.07, -5.43, -7.97], [-3.36, -3.55, -1.69], [10.68, 1.71, 0.72], [5.31, -0.79, 3.47], [-10.34, -1.68, -0.87], [-3.67, -1.21, -8.52], [-9.96, -2.57, -3.26], [4.80, 0.37, 6.13], [-7.53, 1.48, -1.62], [11.13, 4.06, 1.27], [7.11, 4.40, 3.09], [-4.96, -5.55, -6.19], [-6.76, 0.46, -3.54], [-2.34, -3.38, -8.86], [-4.13, -3.73, -4.01], [8.47, 0.79, 1.18], [5.49, -1.83, -2.21], [4.48, 2.78, 6.87], [2.67, 5.38, 0.74], [9.08, 5.29, 1.75], [8.66, -1.02, 8.62], [1.60, 0.20, 5.08], [6.91, -2.43, -0.44], [7.35, -0.77, 1.51], [-5.41, -1.18, -7.00], [-8.86, 0.39, -9.61], [-8.87, -3.71, -5.25], [0.68, -0.42, 7.23], [-7.58, -1.02, -8.11], [9.64, -2.01, 7.51], [-8.24, -4.35, -2.81], [-9.54, 0.39, -0.26], [-5.06, -3.98, 0.08], [9.43, 4.43, 3.36], [3.73, 1.17, 0.30], [3.62, 2.15, 9.14], [4.33, -0.96, 5.20], [-9.77, 2.59, -8.65], [6.49, -2.03, 5.41], [1.57, 6.85, 2.41], [5.93, -1.95, 7.15], [1.67, 0.78, 9.33], [2.02, 3.48, 5.18], [8.01, -2.83, 8.04], [3.64, -0.20, -1.84], [-7.34, -4.56, -0.49], [3.10, 0.85, 3.40]]
}



2.
{
  "formula": "C52H53AlGe2IN3S4Se",
  "method": "ωB97M-V/def2-TZVPD",
  "e_lumo_ev": 0.3,
  "charge": 0,
  "e_above_lowest_kj_mol": 3.1,
  "e_homo_ha": -0.3074,
  "gap_ev": 8.65,
  "species": ["I", "Se", "Ge", "Ge", "S", "S", "S", "S", "Al", "N", "N", "N", "C", "C", "C", "C", "C", "C", "C", "C", "C", "C", "C", "C", "C", "C", "C", "C", "C", "C", "C", "C", "C", "C", "C", "C", "C", "C", "C", "C", "C", "C", "C", "C", "C", "C", "C", "C", "C", "C", "C", "C", "C", "C", "C", "C", "C", "C", "C", "C", "C", "C", "C", "C", "H", "H", "H", "H", "H", "H", "H", "H", "H", "H", "H", "H", "H", "H", "H", "H", "H", "H", "H", "H", "H", "H", "H", "H", "H", "H", "H", "H", "H", "H", "H", "H", "H", "H", "H", "H", "H", "H", "H", "H", "H", "H", "H", "H", "H", "H", "H", "H", "H", "H", "H", "H", "H"],
  "xyz": [[-2.06, 4.59, 6.67], [-4.07, 6.94, 0.39], [1.07, 1.12, -0.20], [-1.49, -0.42, -0.11], [-0.18, 0.19, -1.83], [0.39, 3.19, 0.30], [-3.00, 1.15, 0.37], [0.16, -0.18, 1.45], [-1.74, 2.90, 0.87], [-0.97, 1.90, 3.62], [-2.65, 4.44, 0.62], [-1.56, 2.81, 2.86], [0.07, -3.41, -2.92], [-1.64, 3.47, 4.98], [-4.89, -1.45, 2.00], [1.78, 3.15, -4.50], [-1.35, -2.05, 4.35], [1.24, 2.18, -5.34], [-2.12, -2.15, -2.82], [-1.47, -0.55, -6.77], [3.10, -0.64, 2.49], [-3.23, 5.46, 0.52], [-2.43, -0.84, 6.29], [-2.60, -2.95, 0.90], [3.42, 0.59, 1.90], [2.12, 0.46, 6.00], [-4.30, -0.82, -2.66], [2.50, 2.81, -3.36], [3.16, 3.89, -2.55], [2.55, 0.50, 4.56], [-2.25, -2.24, -0.26], [2.65, 1.45, -3.04], [-3.05, -4.26, 0.79], [3.73, 3.10, 2.04], [-1.67, -1.09, -5.37], [1.41, 0.85, -5.02], [2.87, 1.71, 3.96], [-2.79, -0.73, -4.64], [-3.04, -1.25, -3.37], [-1.39, -2.57, 3.06], [-0.23, -3.38, 2.54], [-1.00, 2.25, 4.91], [5.23, 0.39, 0.21], [-3.62, -1.65, 2.78], [-2.43, -1.34, 4.87], [-0.97, -2.51, -3.54], [5.70, 0.44, -1.09], [-2.52, -2.35, 2.26], [-3.17, -4.86, -0.45], [2.68, -0.66, 3.82], [3.02, 0.97, -0.56], [4.84, 0.78, -2.12], [-2.40, -2.84, -1.53], [-3.55, -1.15, 4.07], [3.89, 0.65, 0.49], [2.11, 0.46, -3.88], [3.20, -1.94, 1.74], [2.25, -1.01, -3.57], [0.51, 2.59, -6.60], [3.49, 1.06, -1.87], [-0.77, -1.98, -4.80], [-1.98, 3.79, 3.66], [-2.86, -4.15, -1.60], [3.32, 1.78, 2.64], [-2.48, 4.66, 3.26], [1.26, -1.47, -3.58], [-0.57, 1.65, 5.69], [-5.14, -0.80, -3.36], [0.04, -3.07, 1.53], [5.20, 0.84, -3.14], [-2.77, 0.20, 6.35], [-0.31, -4.43, -2.78], [-5.10, -0.38, 1.89], [0.96, -3.46, -3.55], [1.66, 4.20, -4.75], [2.28, -2.51, 1.85], [3.12, 4.84, -3.08], [0.12, -2.26, -5.36], [0.63, -3.28, 3.19], [1.00, 0.08, -5.66], [-0.58, 1.07, 3.16], [-4.18, 0.18, -2.25], [1.06, 3.38, -7.12], [4.77, 3.06, 1.72], [0.36, -3.03, -1.94], [-0.54, -0.91, -7.20], [-3.11, -1.43, 6.90], [3.38, -1.78, 0.68], [3.61, 3.90, 2.77], [-0.47, -2.22, 4.96], [-0.50, -4.44, 2.49], [5.89, 0.14, 1.03], [4.21, 3.64, -2.35], [2.86, -1.50, -4.32], [1.79, -0.54, 6.29], [2.94, 0.75, 6.66], [-3.50, -0.02, -5.06], [2.67, 4.03, -1.59], [-4.84, -1.88, 1.00], [-2.29, -0.86, -7.41], [0.39, 1.75, -7.28], [-3.31, -4.80, 1.69], [-4.56, -1.49, -1.84], [3.12, 3.34, 1.17], [6.74, 0.22, -1.30], [-1.46, 0.54, -6.76], [-1.43, -0.91, 6.74], [-5.73, -1.91, 2.52], [-3.53, -5.88, -0.53], [2.79, 2.63, 4.53], [-4.40, -0.61, 4.48], [4.02, -2.55, 2.14], [1.30, 1.16, 6.18], [-0.48, 2.99, -6.36], [-2.99, -4.60, -2.57], [2.69, -1.18, -2.59], [2.43, -1.62, 4.27]]
}